# C34H38N6O6P2Sn

C34H38N6O6P2Sn as an isolated structure in a non-equilibrium geometry (ωB97M-V with the def2-TZVPD basis set, the Open Molecules 2025 dataset).

As for the net charge: 0. The calculation puts the relative energy (zero: lowest compared OMol25 entry of this formula, charge and spin) at 0.0 kJ/mol. As for the calculated total energy: -2995.086489 Eh.

Last column: Mulliken charge in e.
Cartesian coordinates (Å):
P1 -1.88974 -0.85284 -3.69355  -0.212
C1 -0.77520 0.77851 9.10771  -0.085
H1 0.73311 0.17671 -0.34513  -0.139
C2 -1.33171 2.15792 1.71346  -0.634
C3 4.67696 1.07394 -3.39973  -0.638
C4 0.50072 -0.37659 -5.15206  -0.567
C5 1.37828 3.33349 1.94080  -0.626
C6 -0.91154 -0.57866 7.05865  0.179
H2 3.01196 0.20928 -6.14557  0.262
H3 2.21553 -4.06543 -3.49127  0.399
H4 0.49277 0.69460 -4.88089  0.519
C7 -0.92171 2.78339 2.82547  -0.613
C8 -1.72057 2.98424 -2.95539  -0.334
O1 -0.09042 -3.86405 9.45520  -0.586
C9 -1.72221 1.62951 -2.65781  -0.288
Sn1 -0.39875 -2.42847 3.18542  0.802
N1 2.88224 -0.17551 -4.02141  0.457
H5 -0.19764 2.39492 -0.15847  0.487
H6 2.12281 4.14333 2.00323  0.475
N2 -3.50757 -1.13649 -4.35914  0.310
H7 -1.10315 1.57581 7.11754  0.648
O2 -1.07070 -1.96439 5.13248  -0.667
H8 1.48275 -1.91685 5.18093  0.369
H9 -0.76742 -2.70965 7.45204  0.563
H10 5.18047 1.66527 -5.53062  0.436
C10 -4.12455 -2.37528 -4.11255  -0.395
C11 -1.07503 -0.68909 5.53878  0.519
H11 0.99425 -0.46688 -6.12829  0.296
H12 -1.57255 2.76126 3.71001  0.293
C12 0.30514 3.61919 3.00805  -0.622
C13 -0.53462 -1.59308 9.26383  -0.189
H13 2.46698 -1.50456 -6.85329  0.164
C14 -5.44686 -1.20047 -5.54312  -0.558
C15 3.64903 0.25618 -2.93457  -0.489
C16 -0.55849 -0.35031 9.90181  -0.145
H14 3.21207 -5.57847 -5.56022  0.394
C17 -2.19212 1.81377 -4.84836  -0.156
H15 2.29839 -2.34875 3.63732  0.444
H16 0.04395 4.68345 2.86108  0.343
H17 3.36584 -0.03726 -1.93888  0.431
N3 -0.80680 2.06896 9.75900  0.987
H18 -0.01308 -0.35802 1.15694  -0.520
C18 -5.32478 -2.43423 -4.81488  -0.604
H19 -6.01550 -3.25875 -4.82413  0.421
H20 3.34434 -3.88736 -7.70396  0.433
H21 0.63625 3.50047 4.05438  0.342
N4 -0.20516 -2.76795 10.03965  0.987
H22 -3.64823 -3.07398 -3.45384  0.362
C19 1.49884 -1.75938 4.09546  -1.431
O3 -0.70779 2.11978 11.00462  -0.583
N5 2.22814 -2.47417 -4.92548  0.321
C20 0.45528 0.52208 0.67101  1.140
P2 1.48333 -1.23591 -3.82472  0.006
C21 2.92341 -4.53581 -5.57774  -0.619
H23 -2.38481 1.85040 1.69313  0.342
C22 -0.94390 0.67391 7.69988  -0.562
C23 2.44604 -3.79168 -4.50688  -0.471
C24 3.44688 0.36495 -5.17763  -0.095
H24 -6.25446 -0.92086 -6.21025  0.430
N6 -2.07507 0.90111 -3.79656  0.316
O4 -1.17306 0.29508 4.81236  -0.511
C25 -4.32280 -0.44182 -5.25630  -0.114
H25 2.47530 0.05966 1.35758  0.558
C26 -2.03298 3.10544 -4.35211  -1.191
O5 -0.03817 -2.64323 11.27316  -0.583
C27 2.06468 2.00605 2.02175  -0.476
H26 -1.46138 -0.48137 -6.08891  0.502
H27 -1.54623 3.78059 -2.24803  0.499
C28 4.55505 1.13323 -4.83229  -0.720
H28 -2.15144 4.02368 -4.90417  0.451
H29 2.97210 2.04163 2.64648  0.367
H30 1.63028 -0.69080 3.87558  0.335
H31 -0.85385 -2.06468 -5.46604  0.507
C29 1.74535 0.88530 1.35300  -0.480
C30 2.99995 -3.65875 -6.70857  -0.680
C31 -0.74504 -1.71349 7.87541  -0.479
C32 -0.90777 -0.97542 -5.27372  -1.199
H32 5.40936 1.57195 -2.79782  0.426
C33 -0.60278 1.63315 0.51457  -0.623
H33 -0.40909 -0.26562 10.97636  0.594
H34 0.86146 3.43348 0.98289  0.066
H35 -1.47414 1.08487 -1.76923  -0.030
C34 2.57319 -2.40617 -6.27461  0.003
H36 -2.35355 1.49286 -5.86606  0.487
H37 -1.40065 1.13238 -0.04358  0.549
H38 -4.06565 0.54485 -5.60601  0.285
O6 -0.93169 3.09191 9.05686  -0.588